# 1
Molecular formula: C3H11N2
Method: DFT, ωB97M-V/def2-TZVPD

Geometry as XYZ:
```
16
Properties=species:S:1:pos:R:3
C -0.40775 -1.09764 -2.19311
H -0.61095 -1.96030 -1.55626
H -1.18748 -1.09995 -2.95215
H 0.58003 -1.13223 -2.64202
H -0.55977 -0.22639 -1.56291
C -0.09320 -0.07277 1.37632
C 1.11128 0.41123 0.98549
N 1.88378 0.02169 -0.07666
N -1.13536 0.96958 1.69936
H -0.48806 -1.07246 1.45984
H 1.42206 1.33028 1.48946
H 2.07662 0.84555 -0.63292
H 1.47552 -0.69466 -0.66551
H -0.71939 1.74805 2.22732
H -1.93602 0.60032 2.21155
H -1.41131 1.42972 0.83218
```

The value obtained for the energy above the lowest of the compared OMol25 structures with the same formula, charge and spin is 55.40 kcal per mole. The multiplicity is 1. The calculation puts the gap between HOMO and LUMO at 9.250 eV. The calculation puts the HOMO energy at -13.21 eV. Its total charge is +1.

# 2
Molecular formula: C12H14ClN3O
Method: DFT, ωB97M-V/def2-TZVPD

Geometry as XYZ:
```
31
Properties=species:S:1:pos:R:3
C -4.75150 -1.40321 0.34022
C -3.35602 -1.32208 0.94469
C -2.67919 0.00760 0.62384
N -2.50770 0.14915 -0.81220
C -1.91763 1.40556 -1.21558
C -0.52423 1.61032 -0.71730
N -0.01392 2.66417 -0.16711
N 1.26344 2.37856 0.13025
C 1.48238 1.15092 -0.24350
C 2.73486 0.44358 -0.09550
C 3.83998 1.17841 0.34473
C 5.06844 0.57530 0.51111
C 5.21715 -0.77758 0.24154
C 4.13487 -1.52245 -0.18882
C 2.89788 -0.91877 -0.35721
Cl 1.57946 -1.90060 -0.88064
O 0.37541 0.60651 -0.79645
H -5.39592 -0.64181 0.77281
H -5.19343 -2.37861 0.52884
H -4.69962 -1.23966 -0.73234
H -2.74078 -2.13774 0.55662
H -3.41230 -1.43411 2.02922
H -3.31108 0.83535 0.95989
H -1.72369 0.07097 1.17412
H -1.94946 -0.62433 -1.16427
H -2.52965 2.23140 -0.84511
H -1.90840 1.44187 -2.31075
H 3.69319 2.22723 0.54706
H 5.91193 1.15635 0.84983
H 6.17610 -1.25622 0.36792
H 4.23942 -2.57604 -0.39593
```

The value obtained for the energy above the lowest of the compared OMol25 structures with the same formula, charge and spin is 0.00 kcal per mole. The multiplicity is 1. The calculation puts the gap between HOMO and LUMO at 9.212 eV. The calculation puts the HOMO energy at -8.99 eV. Its total charge is 0. The SMILES is CCCNCc1nnc(-c2ccccc2Cl)o1.

# 3
Molecular formula: C3H8NO
Method: DFT, ωB97M-V/def2-TZVPD

Geometry as XYZ:
```
13
Properties=species:S:1:pos:R:3
C 0.48502 -1.03307 -1.49000
C 0.45162 0.13571 -0.49911
N -0.78607 0.23988 0.18919
C -0.64314 0.94109 1.60566
O -1.01956 0.16612 2.58222
H 1.36601 -0.95782 -2.13295
H 0.47313 -1.96180 -0.92022
H -0.40193 -0.98299 -2.10888
H 1.29763 -0.06158 0.19848
H 0.72580 1.09190 -0.96030
H -1.07167 -0.68199 0.51403
H 0.42640 1.27115 1.56201
H -1.30326 1.83340 1.45988
```

The value obtained for the energy above the lowest of the compared OMol25 structures with the same formula, charge and spin is 8.82 kcal per mole. The multiplicity is 1. The calculation puts the gap between HOMO and LUMO at 6.644 eV. The calculation puts the HOMO energy at -2.43 eV. Its total charge is -1. The SMILES is CCNC[O-].

# 4
Molecular formula: C30H42N4OP2Ti
Method: DFT, ωB97M-V/def2-TZVPD

Geometry as XYZ:
```
80
Properties=species:S:1:pos:R:3
Ti -1.55213 -0.19241 0.45353
C 1.51006 -3.62548 2.29618
C 2.34361 -2.63510 1.95166
C 3.17868 -2.47570 0.72350
C 2.66549 -3.23001 -0.52112
C 1.23149 -2.91679 -0.82465
C 0.09791 -3.30390 -0.20627
C -0.03824 -4.57517 0.56226
C 1.14560 -4.84335 1.51011
C -3.15156 -0.40162 -0.92320
H 1.16785 -3.66252 3.34369
H 2.63066 -1.94412 2.75363
H 4.23139 -2.74649 0.94284
H 3.21652 -1.40379 0.46872
H 3.25920 -2.89065 -1.39216
H 2.88025 -4.30520 -0.46668
H 1.13269 -2.46028 -1.80537
H -0.86353 -2.86401 -0.46206
H -0.17244 -5.43465 -0.13060
H -0.96402 -4.49007 1.15396
H 0.83473 -5.59474 2.25139
H 1.99978 -5.26716 0.96210
H -4.00821 -0.45794 -0.22162
H -3.22140 -1.27363 -1.57439
H -3.32090 0.50880 -1.50975
P -0.03458 0.18804 -1.57130
P 0.48724 2.16233 0.77615
N -0.23691 -1.19103 -2.91013
N 0.12965 1.39357 -2.85072
N -0.07940 0.71641 1.95385
N 1.02132 3.08035 2.08363
C 1.66217 0.24909 -0.89839
C 1.97561 1.34908 0.14974
C -1.15306 -2.22782 -2.71412
C -1.10144 -3.14604 -3.73634
C -0.11863 -2.66104 -4.65719
C 0.41534 -1.48320 -4.11945
C -0.88921 1.62751 -3.79103
C -0.39024 2.43526 -4.80167
C 0.98168 2.69759 -4.49794
C 1.28135 2.02559 -3.33072
C -1.42200 0.56192 2.44227
C -1.54327 -0.68919 3.06120
C -0.22862 -1.20889 3.13797
C 0.63753 -0.34100 2.47550
C 1.61502 2.67996 3.28750
C 1.68870 3.77375 4.12999
C 1.12241 4.90229 3.43086
C 0.70801 4.45027 2.18550
H 2.36194 0.35940 -1.73528
H 1.85540 -0.73996 -0.46879
H 2.58870 0.99602 0.99234
H 2.56010 2.16223 -0.32031
H -1.82061 -2.26676 -1.86606
H -1.74311 -4.02571 -3.82630
H 0.13868 -3.12238 -5.60622
H 1.13400 -0.78718 -4.53364
H -1.87023 1.19369 -3.64837
H -0.93986 2.80699 -5.66034
H 1.67941 3.28678 -5.08243
H 2.20783 1.96430 -2.77477
H -2.02732 1.40263 2.70707
H -2.43368 -1.03713 3.58662
H 0.04859 -2.13558 3.62486
H 1.70516 -0.34892 2.33565
H 1.92088 1.65789 3.42845
H 2.06671 3.77180 5.14581
H 1.00294 5.90229 3.82650
H 0.24547 4.95251 1.34570
C -3.74648 3.36999 -0.12012
C -2.52581 2.87250 0.65634
C -2.71399 3.26537 2.12453
O -2.35774 1.47587 0.44432
H -4.64142 2.78549 0.15171
H -3.59045 3.36949 -1.20648
H -3.93094 4.41842 0.15439
H -1.62529 3.38370 0.25465
H -3.53331 2.67191 2.56737
H -1.78227 3.21474 2.70549
H -2.99545 4.32083 2.22643
```

The value obtained for the energy above the lowest of the compared OMol25 structures with the same formula, charge and spin is 63.10 kcal per mole. The multiplicity is 3. The calculation puts the gap between HOMO and LUMO (alpha / beta) at 6.077 / 7.398 eV. The calculation puts the HOMO energy (alpha / beta) at -5.79 / -7.43 eV. Its total charge is 0.

# 5
Molecular formula: C57H56AsCoN3P2
Method: DFT, ωB97M-V/def2-TZVPD

Geometry as XYZ:
```
120
Properties=species:S:1:pos:R:3
Co -1.18042 1.02797 0.18711
C 1.74634 2.64169 -1.07346
N 1.11657 2.78338 -2.38257
C -0.32880 2.81648 -2.51218
P -1.19752 1.18925 -2.15022
C -2.79218 1.44822 -3.01435
C -3.36924 0.45006 -3.79657
C -4.56105 0.69136 -4.46809
C -5.19089 1.92471 -4.35892
C -4.64453 2.90942 -3.54783
C -3.45694 2.66831 -2.86925
C -0.33382 -0.04228 -3.16989
C -0.00473 0.21464 -4.50393
C 0.57798 -0.77153 -5.28259
C 0.81434 -2.03385 -4.74292
C 0.47020 -2.30370 -3.42772
C -0.09997 -1.30812 -2.63867
C 1.96482 2.89276 -3.48938
C 3.34463 2.67905 -3.34952
C 4.19984 2.78482 -4.44055
C 3.72303 3.11222 -5.69923
C 2.36096 3.34776 -5.84240
C 1.49521 3.24698 -4.76490
P 0.61080 2.55246 0.37389
C 1.77560 2.28984 1.75650
C 1.18793 2.17948 3.01804
C 1.97040 2.02350 4.14885
C 3.35432 1.95559 4.02866
C 3.94466 2.05217 2.77817
C 3.15648 2.22507 1.64243
C 0.15497 4.30819 0.65773
C -1.18261 4.67897 0.77731
C -1.52025 5.99115 1.10205
C -0.52583 6.93267 1.30693
C 0.81306 6.57129 1.17322
C 1.15103 5.26713 0.85567
H 2.41821 3.48449 -0.89679
H 2.34560 1.73145 -1.02087
H -0.63171 3.15054 -3.49344
H -0.74312 3.54141 -1.80775
H -2.89201 -0.51931 -3.87949
H -4.99881 -0.09097 -5.07743
H -6.11213 2.11408 -4.89705
H -5.14655 3.86270 -3.43310
H -3.06322 3.43182 -2.20619
H -0.21508 1.18276 -4.94323
H 0.83246 -0.56166 -6.31494
H 1.26489 -2.80673 -5.35624
H 0.64138 -3.28559 -3.00257
H -0.37865 -1.52854 -1.61426
H 3.77236 2.42069 -2.39059
H 5.25794 2.60401 -4.29054
H 4.39355 3.19109 -6.54581
H 1.95568 3.62185 -6.81040
H 0.45076 3.46818 -4.93719
H 0.10747 2.21640 3.11397
H 1.50052 1.94136 5.12233
H 3.97117 1.82679 4.90988
H 5.02212 1.99433 2.67783
H 3.64218 2.30640 0.67720
H -1.96855 3.95044 0.63679
H -2.56474 6.26411 1.20173
H -0.78644 7.94818 1.57960
H 1.59416 7.30749 1.32656
H 2.19829 4.99549 0.77801
N -3.88297 2.32425 1.12625
C -2.86793 1.86159 0.81205
C 3.50574 -5.73454 -0.94970
C 2.69671 -4.68893 -0.22203
C 2.84457 -3.33718 -0.49502
C 2.10776 -2.36507 0.17579
C 2.41429 -0.92724 -0.17395
C 1.15399 -2.73314 1.14917
As 0.18593 -1.15311 1.93160
N -1.17618 -0.82771 0.73537
C -2.09858 -1.73804 0.18569
C -2.10790 -3.11121 0.45857
C -3.01300 -3.97197 -0.14856
C -3.96178 -3.49713 -1.04553
C -4.00293 -2.13190 -1.29080
C -3.10012 -1.26773 -0.68023
C -0.55269 -1.82170 3.62819
C -1.90655 -1.83019 3.99477
C -3.03560 -1.28683 3.14200
C -2.25338 -2.35146 5.24724
C -1.31375 -2.80739 6.15668
C -1.72182 -3.40186 7.48325
C 0.03014 -2.67626 5.81884
C 0.42503 -2.18178 4.58499
C 1.90964 -2.05836 4.30920
C 1.02167 -4.10308 1.45589
C 0.11285 -4.69361 2.52111
C 1.79210 -5.04068 0.76506
H 4.13602 -5.28410 -1.71710
H 2.85693 -6.46881 -1.43023
H 4.15341 -6.27737 -0.25877
H 3.55576 -3.02180 -1.25519
H 3.13032 -0.88624 -0.99844
H 2.83041 -0.39903 0.67994
H 1.51806 -0.38957 -0.48575
H -1.41021 -3.49941 1.17647
H -2.97773 -5.03003 0.09210
H -4.66834 -4.16784 -1.51797
H -4.75869 -1.71835 -1.95242
H -3.21097 -0.20263 -0.84415
H -2.73217 -0.44722 2.52650
H -3.84807 -0.95347 3.78893
H -3.43932 -2.04789 2.47104
H -3.30763 -2.38351 5.51357
H -2.80386 -3.36591 7.61624
H -1.25849 -2.86777 8.31654
H -1.40918 -4.44679 7.55265
H 0.79370 -2.96789 6.53833
H 2.47825 -2.19735 5.22954
H 2.16116 -1.07603 3.90354
H 2.25717 -2.79969 3.58639
H -0.55571 -3.98201 2.98570
H 0.71808 -5.14071 3.31429
H -0.49170 -5.49475 2.08715
H 1.66549 -6.09195 1.01784
```

The value obtained for the energy above the lowest of the compared OMol25 structures with the same formula, charge and spin is 0.67 kcal per mole. The multiplicity is 4. The calculation puts the gap between HOMO and LUMO (alpha / beta) at 7.665 / 6.959 eV. The calculation puts the HOMO energy (alpha / beta) at -7.20 / -7.27 eV. Its total charge is 0.

# 6
Molecular formula: C3H4N6
Method: DFT, ωB97M-V/def2-TZVPD

Geometry as XYZ:
```
13
Properties=species:S:1:pos:R:3
H -0.85891 2.42370 0.96345
N -1.10991 1.39360 0.76199
C -0.24210 0.75523 0.12576
N 0.93915 1.31866 -0.42234
C 1.97359 0.59313 -0.42572
N 2.16766 -0.53114 0.46781
N 1.40493 -1.45641 0.63300
N 0.22185 -1.67152 -0.08792
C -0.59481 -0.70649 -0.14952
N -1.92090 -0.89444 -0.29416
H 2.79580 0.79939 -1.10418
H -2.54597 -0.15083 -0.42566
H -2.23039 -1.87288 -0.04251
```

The value obtained for the energy above the lowest of the compared OMol25 structures with the same formula, charge and spin is 41.75 kcal per mole. The multiplicity is 1. The calculation puts the gap between HOMO and LUMO at 8.927 eV. The calculation puts the HOMO energy at -9.17 eV. Its total charge is 0. The SMILES is [H]/N=c1\ncnnnc1N.

# 7
Molecular formula: C29H29N3SiW
Method: DFT, ωB97M-V/def2-TZVPD

Geometry as XYZ:
```
63
Properties=species:S:1:pos:R:3
C 0.10941 1.96313 2.98137
C 0.50549 2.44796 1.69671
C -0.64930 2.47038 0.85175
H 1.48890 2.84861 1.44885
C -1.76772 2.03153 1.62451
C -1.30188 1.70509 2.93505
H -1.92768 1.45600 3.78793
H 0.73016 1.94791 3.87882
H -0.68347 2.82630 -0.17520
H -2.80423 1.99621 1.29546
W -0.31716 0.36648 1.45137
C -1.89573 -0.80238 0.55623
H -2.63806 -0.96402 1.34615
H -1.47166 -1.77625 0.31064
H -2.39544 -0.27425 -0.26254
Si -0.28571 -0.06999 -2.18238
C 1.15713 -0.53671 -3.29178
C 2.14339 0.42365 -3.59416
H 2.08048 1.41988 -3.15148
C 3.19759 0.12984 -4.47058
H 3.94771 0.89155 -4.69942
C 3.28851 -1.13338 -5.06664
H 4.10976 -1.36067 -5.75420
C 2.31427 -2.09600 -4.77582
H 2.36784 -3.07908 -5.25789
C 1.27097 -1.81254 -3.87860
H 0.53402 -2.58392 -3.64421
C -1.67451 0.51919 -3.27768
C -1.43428 0.82801 -4.63126
H -0.52285 0.47288 -5.12037
C -2.33747 1.62103 -5.35470
H -2.11132 1.89165 -6.38892
C -3.51527 2.07562 -4.74787
H -4.20317 2.72233 -5.29571
C -3.81195 1.68295 -3.43522
H -4.73095 2.03058 -2.95206
C -2.93675 0.84528 -2.73429
H -3.22646 0.46723 -1.75361
H 0.11920 1.15602 -1.48142
H -0.74354 -1.19700 -1.27464
C -1.92352 -1.74209 6.54358
C -2.65721 -1.38191 5.40451
C -2.00908 -1.18462 4.18368
C -0.61041 -1.30606 4.11655
C 0.11919 -1.73525 5.23339
C -0.53509 -1.92585 6.45646
N 0.13410 -0.93726 2.95390
N 1.40417 -1.43754 2.97590
C 2.20821 -0.92882 2.00195
C 3.57781 -1.26534 1.91996
C 4.34125 -0.79075 0.87047
C 3.74849 0.06275 -0.07956
C 2.45464 0.50135 0.10554
N 1.67323 -0.03079 1.09182
H -2.44353 -1.88158 7.49651
H -3.73947 -1.24438 5.45560
H -2.56876 -0.93321 3.28205
H 1.19818 -1.88402 5.13840
H 0.04107 -2.21170 7.33616
H 3.95588 -1.89830 2.72060
H 5.38966 -1.06332 0.76960
H 4.28752 0.41892 -0.95699
H 1.97547 1.24869 -0.53230
```

The value obtained for the energy above the lowest of the compared OMol25 structures with the same formula, charge and spin is 5.36 kcal per mole. The multiplicity is 3. The calculation puts the gap between HOMO and LUMO (alpha / beta) at 5.357 / 4.531 eV. The calculation puts the HOMO energy (alpha / beta) at -13.61 / -13.60 eV. Its total charge is +2.

# 8
Molecular formula: C5H9Cl11
Method: DFT, ωB97M-V/def2-TZVPD

Geometry as XYZ:
```
25
Properties=species:S:1:pos:R:3
Cl -2.90268 -3.97896 -6.77948
C -2.49789 -2.67777 -5.66288
Cl -0.87726 -2.03727 -5.85040
Cl -2.99717 -3.01321 -3.97460
H -3.14188 -1.87823 -6.02908
Cl 4.92605 -0.01597 4.11163
C 6.18210 -0.91490 3.15757
Cl 5.76635 -2.60751 3.09360
H 6.24186 -0.55589 2.13012
H 7.15984 -0.75603 3.61241
Cl -0.95791 -3.35881 5.40974
C 0.49516 -3.64873 4.44708
Cl 0.00332 -4.36092 2.84400
H 1.00309 -2.69568 4.29940
H 1.20698 -4.31083 4.94007
Cl -5.02363 7.94809 -0.45533
C -4.51623 6.73665 -1.58885
Cl -3.51505 7.57053 -2.77718
H -4.02935 5.85587 -1.17021
H -5.35102 6.29527 -2.13328
Cl -0.39588 1.73757 -0.92609
C 0.51037 0.35843 -0.27529
Cl 2.18417 0.57136 -0.77301
H 0.41423 0.37625 0.81032
H 0.11244 -0.63934 -0.46023
```

The value obtained for the energy above the lowest of the compared OMol25 structures with the same formula, charge and spin is 13.88 kcal per mole. The multiplicity is 1. The calculation puts the gap between HOMO and LUMO at 11.139 eV. The calculation puts the HOMO energy at -10.87 eV. Its total charge is 0. The SMILES is ClC(Cl)Cl.ClCCl.ClCCl.ClCCl.ClCCl.